(1)
The following is a DFT calculation (ωB97M-V/def2-TZVPD) of a 2-piece molecular cluster, C4H12NO2 overall in a non-equilibrium geometry.

Structure (ORCA input):
```
! RIJCOSX wB97M-V def2-TZVPD def2/J DEFGRID3
* xyz -2 2
C -1.05387 -1.76965 0.16010
N -1.24677 -0.79442 -0.90474
C -1.61706 1.14060 0.67890
C -0.82414 0.56191 -0.52025
C 0.67025 0.63220 -0.17661
O 1.44982 -0.00419 -1.10918
H -0.86358 -2.76977 -0.23999
H -1.88517 -1.72284 0.86993
H -0.14591 -1.65220 0.76435
H -0.51165 -0.96619 -1.59489
H -1.14427 2.04213 1.06650
H -2.62825 1.48014 0.40181
H -1.63785 0.36076 1.43875
H -0.90641 1.32687 -1.30897
H 1.00802 1.69411 0.03025
H 0.90567 0.39018 0.90407
H 2.76808 -0.17379 -0.58183
H 3.95155 0.55788 0.19517
O 3.71152 -0.33372 -0.07335
*
```

- Kohn-Sham gap (alpha / beta): 0.086 / 0.262 Ha
- ⟨S²⟩: 0.751
- DFT total energy: -9923.18255 eV
- HOMO (alpha / beta): 4.34 / -0.54 eV

=====

(2)
The following is a DFT calculation (ωB97M-V/def2-TZVPD) of a 2-piece molecular cluster, C4H12NO2 overall in a non-equilibrium geometry.

Structure (ORCA input):
```
! RIJCOSX wB97M-V def2-TZVPD def2/J DEFGRID3
* xyz 0 2
O -1.69920 0.48119 1.67580
C -1.16966 -0.66747 1.69828
C 0.13655 -1.03138 0.99400
N 0.41582 0.13101 0.12052
C -0.40835 0.07353 -1.16113
C 0.01395 -1.10665 -2.00303
H -1.67375 -1.49515 2.29806
H 1.10622 -1.37348 1.43488
H -0.22456 -1.78890 0.31995
H 1.36498 0.31078 -0.20022
H 0.12123 0.99821 0.59953
H -0.17213 1.04958 -1.58091
H -1.44470 0.01692 -0.85950
H -0.84354 -1.81451 -2.03937
H 0.94026 -1.56337 -1.60879
H 0.14297 -0.92076 -3.06354
H 0.81391 3.54486 0.78107
H 1.49609 2.53622 1.72977
O 1.08392 2.61936 0.86461
*
```

- Kohn-Sham gap (alpha / beta): 0.151 / 0.289 Ha
- ⟨S²⟩: 0.754
- DFT total energy: -9923.99156 eV
- HOMO (alpha / beta): -3.74 / -7.59 eV

=====

(3)
The following is a DFT calculation (ωB97M-V/def2-TZVPD) of a 3-piece molecular cluster, C4H12NO2 overall in a non-equilibrium geometry.

Structure (ORCA input):
```
! RIJCOSX wB97M-V def2-TZVPD def2/J DEFGRID3
* xyz 1 1
C -3.37353 1.53472 -0.73159
C -2.24562 0.56696 -0.59304
C -2.28483 -0.48299 0.20804
N -1.13774 -1.28383 0.49131
C -0.32963 -1.89145 -0.28731
H -3.45103 1.87646 -1.76775
H -4.35972 1.13063 -0.49156
H -3.15947 2.37174 -0.07943
H -1.32909 0.80624 -1.10335
H -3.15833 -0.75057 0.76998
H -1.06104 -1.54936 1.46865
H 0.39893 -2.57992 0.12154
H -0.37093 -1.64549 -1.34035
H 6.89327 -0.72590 2.24154
H 6.41956 0.60690 2.72004
O 6.11370 -0.30376 2.63732
H 1.67127 1.35655 -2.57051
H 1.45349 1.90589 -1.15849
O 1.06754 1.31640 -1.81425
*
```

- Kohn-Sham gap: 0.314 Ha
- DFT total energy: -9919.83621 eV
- HOMO: -13.48 eV

=====

(4)
The following is a DFT calculation (ωB97M-V/def2-TZVPD) of a 3-piece molecular cluster, C4H12NO2 overall in a non-equilibrium geometry.

Structure (ORCA input):
```
! RIJCOSX wB97M-V def2-TZVPD def2/J DEFGRID3
* xyz 1 1
C 0.76000 1.43520 -0.05631
C 0.71597 0.05285 0.59309
C 1.60516 -0.66163 1.25059
C -1.03220 -0.62408 -0.84827
N -0.53686 -0.69686 0.33322
H 0.12302 2.12067 0.51726
H 1.79482 1.78667 0.06610
H 0.60377 1.34291 -1.12689
H 1.61176 -1.71830 1.51622
H 2.59401 -0.33365 1.49238
H -1.97916 -1.04945 -1.18777
H -0.58532 -0.08991 -1.66778
H -1.09626 -1.21340 1.00977
H 0.72684 -1.57864 -2.55876
H 0.10185 -1.26398 -3.90473
O -0.08488 -1.70157 -3.06485
H -2.40644 0.96074 2.69280
H -1.29235 1.97343 2.75117
O -1.62374 1.25899 2.19277
*
```

- Kohn-Sham gap: 0.367 Ha
- DFT total energy: -9919.51207 eV
- HOMO: -14.44 eV

=====

(5)
The following is a DFT calculation (ωB97M-V/def2-TZVPD) of a 2-piece molecular cluster, C4H12NO2 overall in a non-equilibrium geometry.

Structure (ORCA input):
```
! RIJCOSX wB97M-V def2-TZVPD def2/J DEFGRID3
* xyz 1 1
C 0.52690 -2.55493 -0.02623
C 0.03703 2.01182 -0.43139
C -1.59474 0.28563 -0.38167
C 0.75588 -0.18323 0.43129
N -0.12595 0.51437 -0.55431
O 1.99170 0.30316 0.21853
O 0.35637 -0.04849 1.74685
H -0.07549 -3.09806 0.73560
H 0.04639 -2.69178 -1.07261
H 1.58157 -2.62933 -0.01767
H -0.25136 2.21432 0.64421
H 0.95307 2.40645 -0.71175
H -0.75748 2.43639 -1.16460
H -2.14087 1.07480 -1.04076
H -1.70814 -0.70969 -0.52596
H -2.03746 0.71456 0.54201
H 0.22148 0.13902 -1.41686
H 2.43115 0.65709 0.99018
H -0.21004 -0.84210 2.03514
*
```

- Kohn-Sham gap: 0.340 Ha
- DFT total energy: -9917.08659 eV
- HOMO: -13.23 eV

=====

(6)
The following is a DFT calculation (ωB97M-V/def2-TZVPD) of a single C4H12NO2P molecule in a non-equilibrium geometry.

Structure (ORCA input):
```
! RIJCOSX wB97M-V def2-TZVPD def2/J DEFGRID3
* xyz 0 1
C -0.96317 -0.31588 -1.08270
C -0.32103 0.40674 0.09292
C -0.75347 1.89716 0.08351
N -0.53812 -0.33530 1.35318
P 1.53058 0.27315 -0.16336
C 1.92020 -1.59278 -0.10474
O 1.96812 1.02442 -1.35110
O 2.33228 0.72136 1.16521
H -1.99969 -0.00586 -1.29086
H -1.05736 -1.45328 -1.01466
H -0.29309 -0.06662 -1.94630
H 0.13131 2.50495 -0.12425
H -1.56158 1.99311 -0.72798
H -1.31369 2.11673 1.07201
H -0.01357 0.29808 1.94547
H -1.59579 -0.37730 1.53484
H 2.88382 -1.74966 0.21019
H 1.20216 -1.98322 0.54920
H 1.67774 -2.06947 -1.02291
H 2.34020 0.43637 2.03057
*
```

- Kohn-Sham gap: 0.374 Ha
- DFT total energy: -19217.25494 eV
- HOMO: -9.58 eV
- SMILES: CC(C)(N)[P@@](C)(=O)O

=====

(7)
The following is a DFT calculation (ωB97M-V/def2-TZVPD) of a single C4H12NO2P molecule in a non-equilibrium geometry.

Structure (ORCA input):
```
! RIJCOSX wB97M-V def2-TZVPD def2/J DEFGRID3
* xyz 0 3
C 3.04219 -0.32566 0.28236
C -1.91803 1.44533 0.73265
C 1.76350 0.38088 -0.12347
C -1.55882 0.14432 0.04152
N -1.61997 0.24438 -1.37752
O -2.37955 -0.86284 0.60472
O 0.15349 -1.81249 -0.34637
P 0.22034 -0.48401 0.66067
H 3.11965 -1.30445 -0.18971
H 3.90414 0.26639 -0.02722
H 3.08553 -0.45383 1.36297
H -1.68918 1.35278 1.79137
H -2.98481 1.62827 0.62336
H -1.35666 2.26798 0.29889
H 1.76098 1.40855 0.24720
H 1.64324 0.41029 -1.21072
H -2.56303 0.49224 -1.67550
H -1.37479 -0.64038 -1.80932
H -2.10021 -1.72047 0.25850
H 0.85198 -2.43726 -0.14437
*
```

- Kohn-Sham gap (alpha / beta): 0.195 / 0.284 Ha
- ⟨S²⟩: 2.003
- DFT total energy: -19212.63441 eV
- HOMO (alpha / beta): -4.30 / -9.80 eV

=====

(8)
The following is a DFT calculation (ωB97M-V/def2-TZVPD) of a 2-piece molecular cluster, C4H12NO2PS overall in a non-equilibrium geometry.

Structure (ORCA input):
```
! RIJCOSX wB97M-V def2-TZVPD def2/J DEFGRID3
* xyz 0 1
C -0.67678 1.29548 -1.51574
C -0.82202 2.88137 0.16877
C -0.31561 -3.14059 0.16365
C -0.14587 1.58707 -0.14314
N 0.98589 -2.41535 -0.00207
O 0.98861 -1.46171 2.32682
O -0.37152 0.64155 0.81151
P 1.41303 -1.13121 0.89116
S 3.14400 -0.36376 0.48490
H -1.76970 1.17274 -1.43133
H -0.46916 2.08439 -2.22376
H -0.10496 0.54361 -1.98275
H -1.75555 3.01628 -0.38930
H -0.16100 3.66542 -0.15284
H -1.00554 2.98458 1.27236
H -0.02057 -4.19750 0.20734
H -0.68696 -2.59582 0.93776
H -0.99097 -3.16647 -0.77778
H 1.07481 1.77701 -0.25079
H 1.39440 -2.46385 -0.86859
H 0.29549 -0.71322 2.47382
*
```

- Kohn-Sham gap: 0.302 Ha
- DFT total energy: -30050.05349 eV
- HOMO: -8.82 eV

=====

(9)
The following is a DFT calculation (ωB97M-V/def2-TZVPD) of a 3-piece molecular cluster, C4H12NO2S overall in a non-equilibrium geometry.

Structure (ORCA input):
```
! RIJCOSX wB97M-V def2-TZVPD def2/J DEFGRID3
* xyz 2 2
O 1.43996 0.77927 -2.01269
C -0.02219 0.41483 -1.52982
C 0.08398 0.04217 -0.14209
C 0.84160 -1.14364 0.38636
C 0.23477 -2.48204 0.49481
S -1.01973 -2.49264 1.80093
N -0.70327 0.78296 0.89325
H -0.20848 -0.30314 -2.30974
H -0.67550 1.23520 -1.67456
H 1.07979 -0.93667 1.43761
H 1.72825 -1.27745 -0.18264
H -0.12991 -2.97664 -0.47353
H 0.97259 -3.24346 0.82888
H -2.05867 -1.07636 0.70526
H -0.62533 0.14121 1.64302
H 1.58565 1.68541 -1.85218
H -1.61682 0.67972 0.60299
H -0.14876 2.58170 0.53600
H -0.60265 4.12956 0.75275
O -0.15528 3.46003 0.09539
*
```

- Kohn-Sham gap (alpha / beta): 0.213 / 0.158 Ha
- ⟨S²⟩: 0.824
- DFT total energy: -20736.55562 eV
- HOMO (alpha / beta): -17.73 / -17.74 eV

=====

(10)
The following is a DFT calculation (ωB97M-V/def2-TZVPD) of a 2-piece molecular cluster, C4H12NO3 overall in a non-equilibrium geometry.

Structure (ORCA input):
```
! RIJCOSX wB97M-V def2-TZVPD def2/J DEFGRID3
* xyz 0 2
O -0.63510 -1.34594 -2.71622
C -0.20685 -0.58617 -1.85890
O 0.25708 0.69467 -2.12791
C -0.09841 -1.02867 -0.40550
C -1.07922 -0.13420 0.59550
C -1.05880 -0.76710 1.99367
N 1.41912 -0.80340 0.14512
H 0.28351 0.85023 -3.11391
H -0.16555 -2.14253 -0.33583
H -2.07487 -0.05163 0.20113
H -0.55449 0.91540 0.68489
H -1.23919 -0.19774 2.89407
H 0.01046 -1.16292 2.01118
H -1.88828 -1.53294 1.84213
H 1.46425 -0.36531 0.95836
H 1.83277 -0.11429 -0.53491
H 1.94799 -1.70628 0.31868
H 0.91086 3.28069 -0.93261
H 0.07990 3.34050 0.43864
O 0.79480 2.85762 -0.05758
*
```

- Kohn-Sham gap (alpha / beta): 0.146 / 0.385 Ha
- ⟨S²⟩: 0.753
- DFT total energy: -11970.89652 eV
- HOMO (alpha / beta): -3.56 / -10.18 eV